{
  "formula": "C7H8N2O3",
  "method": "wB97M-V/def2-TZVPD",
  "homo_ev": -8.3,
  "de_lowest_kcal_mol": 112.1,
  "gap_ev": 8.1219,
  "smiles": "COc1ccc([N+](=O)[O-])cc1N",
  "lumo_energy_ev": -0.19,
  "species": ["C", "O", "C", "C", "C", "C", "N", "O", "O", "C", "C", "N", "H", "H", "H", "H", "H", "H", "H", "H"],
  "positions_angstrom": [[2.9374, -1.0453, 0.1768], [2.0950, 0.1238, -0.0959], [0.7873, -0.1012, -0.1306], [0.0750, -1.3118, -0.1693], [-1.3567, -1.3902, -0.2749], [-1.9187, -0.1041, -0.2713], [-3.3165, -0.0289, 0.0533], [-3.9319, 1.0670, 0.1383], [-3.8626, -1.0878, 0.1043], [-1.2605, 1.1592, -0.2973], [0.1206, 1.1599, -0.1371], [0.8915, 2.2956, -0.0596], [3.9429, -0.5192, 0.7627], [2.3550, -1.4904, 1.0836], [3.2081, -1.5711, -0.7861], [0.6792, -2.2305, -0.2261], [-1.8691, -2.3153, -0.1155], [-1.7318, 2.0587, -0.1556], [1.7833, 2.2126, 0.2136], [0.3728, 3.1190, 0.1867]],
  "atomic_forces_ev_per_a": [[1.236, 2.578, 3.134], [2.180, -1.683, -0.082], [-2.148, 0.520, -0.334], [0.372, -0.429, -0.825], [2.689, 2.789, 0.840], [0.346, 0.768, 0.526], [-1.790, 2.166, -1.342], [1.599, -1.678, 0.142], [-1.424, -1.363, 0.637], [2.132, -3.149, 0.775], [-0.495, -0.886, -0.651], [-4.428, 0.402, -1.252], [-2.654, -1.741, -2.148], [1.410, -0.491, -2.059], [-0.485, 0.154, 1.523], [-0.488, 0.392, 0.179], [-0.336, -0.026, -0.264], [-1.672, 1.724, -0.032], [3.646, -0.271, 1.190], [0.310, 0.224, 0.042]]
}

{
  "formula": "C7H8N2O4RhS",
  "method": "wB97M-V/def2-TZVPD",
  "total_charge": 3,
  "homo_ev": [-19.7, -23.0],
  "spin_multiplicity": 5,
  "de_lowest_kcal_mol": 51.8,
  "gap_ev": [7.1936, 4.7118],
  "lumo_energy_ev": [-12.55, -18.25],
  "species": ["Rh", "C", "O", "C", "O", "C", "O", "C", "O", "C", "H", "H", "C", "H", "H", "N", "C", "N", "S", "H", "H", "H", "H"],
  "positions_angstrom": [[0.0493, 1.0168, -0.5198], [0.0594, 1.2575, 1.4375], [0.0723, 1.5874, 2.5682], [0.0379, 2.8817, -0.8608], [0.0309, 4.0252, -0.6940], [-1.9036, 0.7469, -0.3483], [-3.0460, 0.6696, -0.0915], [2.0607, 0.7440, -0.3769], [3.2027, 0.7125, -0.1462], [0.0496, -0.2999, -2.6119], [0.9871, -0.8697, -2.5883], [-0.8910, -0.8633, -2.5549], [0.0506, 1.0046, -2.9244], [-0.8779, 1.5480, -3.0849], [0.9779, 1.5307, -3.1406], [-1.2979, -1.7769, 2.2157], [-0.0673, -1.7493, 1.6241], [1.0336, -1.8859, 2.4127], [0.0932, -1.5283, -0.1149], [-1.3649, -2.3205, 3.0932], [-2.0692, -1.9128, 1.5377], [1.8919, -2.1237, 1.8633], [0.9205, -2.3946, 3.3048]],
  "atomic_forces_ev_per_a": [[0.625, -2.083, -1.581], [0.165, 2.431, 9.147], [-0.098, -1.722, -6.266], [-0.094, 8.692, 1.279], [0.034, -4.515, -1.115], [-9.277, -0.629, 0.921], [5.931, 0.509, -1.199], [8.289, -0.251, 0.653], [-5.457, 0.238, -0.991], [-0.042, -1.046, -0.812], [-0.277, 0.181, -0.198], [0.294, 0.208, -0.209], [-0.025, 0.516, -0.768], [0.045, -0.094, -0.252], [-0.055, -0.046, -0.132], [1.352, -0.900, -2.322], [-0.572, -1.036, 3.337], [-0.461, -0.934, -2.771], [0.009, -1.312, 1.555], [-0.312, 0.635, -0.238], [0.106, 0.208, 0.978], [-0.468, 0.398, 1.138], [0.285, 0.554, -0.151]]
}

{
  "formula": "C7H8N2OS",
  "method": "wB97M-V/def2-TZVPD",
  "homo_ev": -8.7,
  "de_lowest_kcal_mol": 91.4,
  "gap_ev": 8.7793,
  "smiles": "C/C=C1\\S\\C1=N/CCN=C=O",
  "lumo_energy_ev": 0.11,
  "species": ["C", "C", "C", "S", "C", "N", "C", "C", "N", "C", "O", "H", "H", "H", "H", "H", "H", "H", "H"],
  "positions_angstrom": [[-3.6437, -1.1739, 0.2491], [-2.5646, -0.2467, 0.4663], [-1.3483, -0.2442, -0.0859], [-0.4451, -1.4486, -1.0961], [-0.0282, 0.0769, -0.3104], [0.5882, 1.1469, -0.4691], [1.8705, 1.4236, -0.8275], [2.5536, 1.3213, 0.4800], [2.3163, -0.0825, 0.7620], [2.6879, -1.1623, 0.3351], [2.8053, -2.3036, 0.1509], [-4.3251, -0.9132, -0.6511], [-4.2058, -1.3479, 1.2095], [-3.1828, -2.1291, -0.2121], [-2.7865, 0.7229, 0.9012], [1.8129, 2.4093, -1.1877], [2.2129, 0.6912, -1.5776], [3.6462, 1.4305, 0.6433], [2.0364, 1.8295, 1.2201]],
  "atomic_forces_ev_per_a": [[-1.034, -2.635, -1.984], [1.817, 2.686, -0.730], [-2.170, -2.330, 0.592], [0.311, -0.873, 0.136], [0.162, 2.371, -1.636], [-3.560, 0.089, 1.556], [0.986, -0.165, -1.687], [2.647, -2.836, 0.121], [1.605, -2.095, 0.609], [-1.315, 1.586, 1.710], [0.621, -0.650, -0.689], [0.654, 0.211, 1.788], [0.317, -0.094, -1.292], [-0.750, 0.971, 1.332], [-0.136, -0.097, 0.628], [0.643, 1.389, -0.890], [0.684, 0.434, 0.044], [-0.582, 0.685, -0.843], [-0.900, 1.353, 1.234]]
}